(1)
Density functional theory data (ωB97M-V/def2-TZVPD) for the molecule C4H7ClN4O2 in a non-equilibrium geometry.

Results
orbital gap (spin up / spin down)	7.66 / 7.06	eV
energy above the lowest of the compared OMol25 structures with the same formula, charge and spin	0.00	kJ/mol
DFT total energy	-26831.841	eV

Structure (ORCA input):
```
! RIJCOSX wB97M-V def2-TZVPD def2/J DEFGRID3
* xyz 0 1
C 1.883 -1.596 -0.804
C 2.738 0.606 -1.026
C -1.087 0.007 1.090
C -0.868 0.511 -0.332
N 0.669 -1.194 -0.746
N 2.920 -0.691 -0.703
N 0.229 -0.063 -1.035
N 2.592 1.616 -0.091
O 2.422 2.750 -0.524
O 2.578 1.322 1.100
Cl 4.064 -1.068 0.624
H 2.115 -2.644 -0.753
H 2.639 0.891 -2.062
H -1.174 -1.078 1.101
H -0.251 0.300 1.724
H -1.998 0.439 1.497
H -1.761 0.337 -0.947
H -0.685 1.591 -0.339
*
```

---

(2)
Density functional theory data (ωB97M-V/def2-TZVPD) for C4H7ClNO as an isolated structure in a non-equilibrium geometry.

Results
orbital gap	8.36	eV
energy above the lowest of the compared OMol25 structures with the same formula, charge and spin	376.95	kJ/mol
DFT total energy	-20309.670	eV

Structure (ORCA input):
```
! RIJCOSX wB97M-V def2-TZVPD def2/J DEFGRID3
* xyz 1 1
C 3.045 0.241 0.005
C 0.193 -0.888 0.445
C -0.144 0.611 0.510
C 0.311 -0.627 -1.053
N -0.185 0.555 -0.893
O 3.224 1.362 0.682
Cl 4.525 -0.721 0.046
H 1.135 -1.328 0.964
H -0.605 -1.723 0.592
H -1.030 0.813 1.020
H 0.787 1.079 0.784
H 0.947 -1.175 -1.787
H -0.662 1.193 -1.501
H 2.528 2.224 0.585
*
```

---

(3)
Density functional theory data (ωB97M-V/def2-TZVPD) for the molecule C4H7ClNO2P.

Results
orbital gap	10.27	eV
SMILES string	O=C1NCC[C@H]1P(O)Cl
energy above the lowest of the compared OMol25 structures with the same formula, charge and spin	0.00	kJ/mol
DFT total energy	-31659.353	eV

Structure (ORCA input):
```
! RIJCOSX wB97M-V def2-TZVPD def2/J DEFGRID3
* xyz 0 1
O 0.741 0.128 2.535
C 0.375 0.357 1.415
N 0.197 1.640 0.868
C -0.650 1.568 -0.332
C -1.167 0.116 -0.342
C -0.046 -0.649 0.367
P 1.322 -0.877 -0.872
O 0.686 -2.073 -1.773
Cl 2.619 -1.907 0.366
H 1.048 2.180 0.806
H -0.102 1.838 -1.237
H -1.485 2.260 -0.235
H -1.397 -0.257 -1.337
H -2.070 0.064 0.268
H -0.303 -1.626 0.775
H 0.233 -2.761 -1.269
*
```

---

(4)
Density functional theory data (ωB97M-V/def2-TZVPD) for the molecule C4H7ClO in a non-equilibrium geometry.

Results
orbital gap	10.94	eV
SMILES string	OC1(CCl)CC1
energy above the lowest of the compared OMol25 structures with the same formula, charge and spin	222.03	kJ/mol
DFT total energy	-18829.227	eV

Structure (ORCA input):
```
! RIJCOSX wB97M-V def2-TZVPD def2/J DEFGRID3
* xyz 0 1
O -0.994 -0.969 -1.144
C -0.620 -0.326 0.134
C 0.735 -0.698 0.471
Cl 1.918 0.666 -0.301
C -1.828 -0.293 0.974
C -1.416 0.899 0.347
H -0.659 -0.404 -1.841
H 1.089 -1.745 0.094
H 0.855 -0.440 1.524
H -1.724 -0.330 2.086
H -2.491 -0.871 0.318
H -1.829 1.114 -0.611
H -1.128 1.608 1.139
*
```

---

(5)
Density functional theory data (ωB97M-V/def2-TZVPD) for the molecule C4H7ClO2 in a non-equilibrium geometry.

Results
orbital gap	9.93	eV
SMILES string	OC/C=C(/Cl)CO
energy above the lowest of the compared OMol25 structures with the same formula, charge and spin	137.94	kJ/mol
DFT total energy	-20877.154	eV

Structure (ORCA input):
```
! RIJCOSX wB97M-V def2-TZVPD def2/J DEFGRID3
* xyz 0 1
O -1.428 0.155 0.824
C -1.487 0.142 -0.559
C -0.084 0.125 -1.210
C 1.055 0.052 -0.564
Cl 2.599 0.276 -1.609
C 1.385 -0.018 0.855
O 1.088 -1.350 1.359
H -2.303 0.236 1.095
H -1.982 1.135 -0.848
H -2.163 -0.643 -0.994
H 0.038 0.304 -2.296
H 0.724 0.662 1.388
H 2.402 0.122 1.140
H 0.154 -1.199 1.421
*
```

---

(6)
Density functional theory data (ωB97M-V/def2-TZVPD) for the molecule C4H7ClO2Si in a non-equilibrium geometry.

Results
orbital gap	10.73	eV
SMILES string	CO[SiH](C#CCl)OC
energy above the lowest of the compared OMol25 structures with the same formula, charge and spin	0.00	kJ/mol
DFT total energy	-28755.602	eV

Structure (ORCA input):
```
! RIJCOSX wB97M-V def2-TZVPD def2/J DEFGRID3
* xyz 0 1
C 1.434 -1.185 -1.880
O 1.154 -0.062 -1.171
Si -0.194 0.616 -0.649
C -1.383 -0.557 0.186
C -2.129 -0.957 1.069
Cl -3.209 -1.719 2.006
O 0.274 1.713 0.431
C 0.095 1.437 1.820
H 0.632 -1.711 -2.371
H 1.909 -1.982 -1.271
H 2.120 -1.064 -2.818
H -0.660 1.481 -1.770
H -0.397 0.424 1.968
H -0.669 2.118 2.119
H 1.023 1.447 2.331
*
```

---

(7)
Density functional theory data (ωB97M-V/def2-TZVPD) for a 2-piece molecular cluster, C4H7ClO3S overall in a non-equilibrium geometry.

Results
orbital gap	9.84	eV
energy above the lowest of the compared OMol25 structures with the same formula, charge and spin	356.23	kJ/mol
DFT total energy	-33757.892	eV

Structure (ORCA input):
```
! RIJCOSX wB97M-V def2-TZVPD def2/J DEFGRID3
* xyz 0 1
C -0.420 1.171 -1.659
C 0.115 -2.092 -0.648
C -1.027 1.598 -0.715
C -1.281 1.535 1.581
O 3.387 -0.284 -0.650
O 1.453 -1.715 -0.894
O -1.649 2.071 0.316
S 1.986 -0.253 -0.427
Cl 1.700 -0.491 1.686
H 0.002 0.837 -2.556
H -0.566 -1.260 -0.844
H 0.010 -2.417 0.390
H -0.113 -2.922 -1.315
H -1.115 0.457 1.527
H -2.111 1.746 2.254
H -0.373 2.017 1.955
*
```

---

(8)
Density functional theory data (ωB97M-V/def2-TZVPD) for the molecule C4H7ClS in a non-equilibrium geometry.

Results
orbital gap	7.80	eV
SMILES string	CC(=S)[C@H](C)Cl
energy above the lowest of the compared OMol25 structures with the same formula, charge and spin	195.37	kJ/mol
DFT total energy	-27616.685	eV

Structure (ORCA input):
```
! RIJCOSX wB97M-V def2-TZVPD def2/J DEFGRID3
* xyz 0 1
C -1.478 0.522 1.253
C -0.538 0.643 0.016
S -0.746 2.057 -1.013
C 0.378 -0.516 -0.239
C 1.697 -0.383 -0.842
Cl -0.724 -1.453 -1.551
H -0.909 0.210 2.054
H -2.179 -0.348 1.291
H -1.870 1.569 1.651
H 0.365 -1.210 0.645
H 2.261 -1.352 -0.688
H 2.204 0.650 -0.448
H 1.538 -0.390 -2.127
*
```

---

(9)
Density functional theory data (ωB97M-V/def2-TZVPD) for the molecule C4H7ClS2 in a non-equilibrium geometry.

Results
orbital gap	9.07	eV
SMILES string	SC[C@@H]1[C@H](S)[C@@H]1Cl
energy above the lowest of the compared OMol25 structures with the same formula, charge and spin	121.35	kJ/mol
DFT total energy	-38452.977	eV

Structure (ORCA input):
```
! RIJCOSX wB97M-V def2-TZVPD def2/J DEFGRID3
* xyz 0 1
S 2.003 0.005 -1.282
C 1.494 -0.265 0.459
C 0.024 -0.041 0.868
C -1.190 -0.689 0.145
S -1.002 -1.616 -1.384
C -1.048 0.838 0.207
Cl -0.822 1.827 -1.206
H 1.875 1.359 -1.187
H 1.737 -1.332 0.758
H 2.137 0.398 1.078
H -0.127 -0.049 1.922
H -1.954 -1.066 0.856
H -1.512 -0.661 -2.225
H -1.616 1.292 0.990
*
```

---

(10)
Density functional theory data (ωB97M-V/def2-TZVPD) for C4H7CsO2 as an isolated structure in a non-equilibrium geometry.

Results
⟨S²⟩	0.750
orbital gap (spin up / spin down)	3.05 / 5.44	eV
energy above the lowest of the compared OMol25 structures with the same formula, charge and spin	1.15	kJ/mol
DFT total energy	-8901.570	eV

Structure (ORCA input):
```
! RIJCOSX wB97M-V def2-TZVPD def2/J DEFGRID3
* xyz -1 2
O -1.494 0.671 -0.682
C -0.333 1.152 -0.956
C 0.764 0.471 -1.414
H 1.571 1.027 -1.895
H -0.189 2.231 -0.739
H 0.722 -0.613 -1.562
Cs -4.232 -1.835 -0.703
C 5.470 -0.412 1.046
C 4.215 -0.045 1.356
O 6.518 0.416 0.849
H 5.798 -1.450 1.163
H 3.945 1.009 1.473
H 3.534 -0.797 1.755
H 6.671 0.998 1.630
*
```

---

(11)
Density functional theory data (ωB97M-V/def2-TZVPD) for C4H7CsO3 as an isolated structure in a non-equilibrium geometry.

Results
orbital gap	4.08	eV
energy above the lowest of the compared OMol25 structures with the same formula, charge and spin	60.02	kJ/mol
DFT total energy	-10948.069	eV

Structure (ORCA input):
```
! RIJCOSX wB97M-V def2-TZVPD def2/J DEFGRID3
* xyz 0 1
H 1.882 -1.329 1.327
O -0.376 0.768 0.268
C 0.923 0.554 0.070
O 1.661 1.532 0.152
Cs 5.450 1.196 -0.451
O 1.329 -0.632 -0.626
C 2.329 -1.096 0.341
H 2.592 -2.148 0.121
C -1.381 -0.115 -0.261
H -1.208 -0.257 -1.336
H -1.295 -1.088 0.241
C -2.720 0.536 -0.007
H -2.845 0.772 1.058
H -2.819 1.460 -0.592
H -3.522 -0.153 -0.305
*
```

---

(12)
Density functional theory data (ωB97M-V/def2-TZVPD) for C4H7CuO3 as an isolated structure in a non-equilibrium geometry.

Results
⟨S²⟩	0.754
orbital gap (spin up / spin down)	5.55 / 6.03	eV
energy above the lowest of the compared OMol25 structures with the same formula, charge and spin	148.18	kJ/mol
DFT total energy	-55036.359	eV

Structure (ORCA input):
```
! RIJCOSX wB97M-V def2-TZVPD def2/J DEFGRID3
* xyz -1 2
O 0.216 1.413 0.151
Cu 3.860 0.024 0.114
O 2.423 1.739 0.171
C 1.431 1.036 -0.079
O 1.667 -0.276 -0.186
C 0.591 -1.284 -0.353
H 0.230 -1.092 -1.378
H 1.124 -2.192 -0.023
C -0.890 0.044 0.688
C -2.005 0.143 -0.348
H -0.165 -0.203 1.476
H -1.536 0.117 1.587
H -1.703 -0.139 -1.364
H -2.845 -0.500 -0.056
H -2.398 1.169 -0.399
*
```

---

(13)
Density functional theory data (ωB97M-V/def2-TZVPD) for C4H7DyO3 as an isolated structure in a non-equilibrium geometry.

Results
⟨S²⟩	9.711
orbital gap (spin up / spin down)	3.65 / 4.84	eV
energy above the lowest of the compared OMol25 structures with the same formula, charge and spin	731.50	kJ/mol
DFT total energy	-34477.277	eV

Structure (ORCA input):
```
! RIJCOSX wB97M-V def2-TZVPD def2/J DEFGRID3
* xyz 0 6
O 0.532 -1.180 0.060
Dy -3.189 -4.173 0.657
O -1.052 -2.474 0.875
C -0.718 -1.447 0.230
O -1.598 -0.472 0.202
C -1.221 0.910 -0.152
H -1.016 0.844 -1.235
H -2.036 1.488 0.312
C 0.912 0.588 0.469
C 1.670 1.045 -0.772
H 0.342 0.501 1.405
H 1.697 0.853 1.209
H 1.065 1.091 -1.686
H 2.091 2.045 -0.600
H 2.522 0.382 -0.975
*
```

---

(14)
Density functional theory data (ωB97M-V/def2-TZVPD) for C4H7F as an isolated structure in a non-equilibrium geometry.

Results
orbital gap	11.47	eV
energy above the lowest of the compared OMol25 structures with the same formula, charge and spin	352.89	kJ/mol
DFT total energy	-6974.535	eV

Structure (ORCA input):
```
! RIJCOSX wB97M-V def2-TZVPD def2/J DEFGRID3
* xyz 0 1
C -0.972 0.006 -0.403
C 0.102 1.079 0.194
C 1.186 -0.124 -0.206
C 0.034 -0.945 0.154
H -1.308 0.139 -1.402
H -0.016 0.912 1.331
H -0.083 2.078 -0.264
H 2.310 -0.050 0.235
H 1.384 -0.179 -1.186
H -0.344 -0.551 1.315
H -0.016 -2.312 0.189
F -2.277 -0.053 0.045
*
```

---

(15)
Density functional theory data (ωB97M-V/def2-TZVPD) for the molecule C4H7F2N in a non-equilibrium geometry.

Results
orbital gap	10.81	eV
SMILES string	C=C[C@@H](N)C(F)F
energy above the lowest of the compared OMol25 structures with the same formula, charge and spin	106.55	kJ/mol
DFT total energy	-11184.794	eV

Structure (ORCA input):
```
! RIJCOSX wB97M-V def2-TZVPD def2/J DEFGRID3
* xyz 0 1
C -1.765 1.409 -0.390
C -0.499 0.972 -0.254
C -0.026 -0.468 -0.023
N 0.340 -1.010 -1.215
C 1.158 -0.516 1.135
F 1.059 -1.714 1.767
F 1.032 0.469 2.029
H -2.035 2.387 -0.737
H -2.699 0.655 -0.357
H 0.265 1.818 -0.425
H -0.862 -0.988 0.338
H 1.332 -0.513 -1.446
H 0.579 -2.037 -1.130
H 2.120 -0.464 0.708
*
```

---

(16)
Density functional theory data (ωB97M-V/def2-TZVPD) for C4H7F3O4S as an isolated structure in a non-equilibrium geometry.

Results
⟨S²⟩	0.768
orbital gap (spin up / spin down)	7.21 / 7.80	eV
energy above the lowest of the compared OMol25 structures with the same formula, charge and spin	153.18	kJ/mol
DFT total energy	-31436.238	eV

Structure (ORCA input):
```
! RIJCOSX wB97M-V def2-TZVPD def2/J DEFGRID3
* xyz -1 2
S -1.384 12.919 6.123
O -2.198 12.686 4.884
O 0.006 13.313 6.542
C -3.068 13.485 7.824
F -4.268 13.182 7.347
F -2.885 12.850 8.972
F -3.019 14.792 8.047
O -0.807 10.722 6.076
C -0.470 10.296 7.350
C -1.566 9.443 7.945
O -1.526 8.166 7.360
C -2.514 7.305 7.863
H -0.284 11.139 8.049
H 0.511 9.789 7.330
H -2.554 9.903 7.761
H -1.429 9.397 9.041
H -2.411 6.340 7.353
H -2.395 7.155 8.949
H -3.525 7.705 7.673
*
```

---

(17)
Density functional theory data (ωB97M-V/def2-TZVPD) for a 2-piece molecular cluster, C4H7FN2 overall in a non-equilibrium geometry.

Results
orbital gap	8.48	eV
energy above the lowest of the compared OMol25 structures with the same formula, charge and spin	562.21	kJ/mol
DFT total energy	-9952.955	eV

Structure (ORCA input):
```
! RIJCOSX wB97M-V def2-TZVPD def2/J DEFGRID3
* xyz 0 1
C -0.146 0.322 1.532
C -1.085 -0.419 0.781
C 0.480 0.238 -1.491
C -0.846 0.762 -1.097
N 1.125 0.083 1.445
N -1.436 1.602 -1.842
F -2.548 2.239 -1.576
H -0.503 1.045 2.294
H -2.205 -0.224 1.132
H 1.097 0.891 -2.143
H 0.899 0.280 -0.454
H 0.638 -0.856 -1.619
H -0.687 -1.233 0.180
H 1.745 0.617 2.067
*
```